(1)
Density functional theory data (ωB97M-V/def2-TZVPD) for one molecule with the formula C5H8O2.

Cartesian coordinates (Å):
C  -1.696  -0.723  -1.049
C  -1.053  -0.681  0.121
O  -1.661  -0.802  1.340
C  0.418  -0.362  0.043
C  0.737  0.922  -0.657
C  1.230  0.734  0.728
O  2.620  0.575  0.760
H  -2.731  -1.033  -1.100
H  -1.214  -0.420  -1.979
H  -2.605  -0.689  1.154
H  1.032  -1.230  -0.169
H  -0.175  1.504  -0.733
H  1.417  0.942  -1.503
H  0.781  1.267  1.568
H  2.899  -0.006  1.476

Values from the calculation:
Net charge = 0
HOMO-LUMO gap = 9.70 eV
ΔE to the lowest compared entry with this formula, charge and spin = 52.71 kcal per mole
SMILES string = C=C(O)[C@H]1C[C@@H]1O
Lowest unoccupied orbital energy = 0.8 eV

Atom charges from the Löwdin analysis, given in e for atoms 1 to 8: C 0.044; C -0.381; O 0.048; C -0.183; C -0.070; C -0.315; O -0.009; H 0.058

(2)
Density functional theory data (ωB97M-V/def2-TZVPD) for C6H14N2O2S as an isolated structure.

Cartesian coordinates (Å):
C  -0.886  -1.465  -1.060
C  -1.215  0.051  -1.146
C  -0.402  -1.854  0.373
C  0.310  -0.038  0.672
C  -1.277  1.889  0.445
C  2.431  1.603  -0.324
N  -0.538  0.780  -0.107
N  -1.217  -2.207  1.423
O  1.848  -0.758  -1.429
O  2.760  -0.888  0.756
S  1.930  -0.158  -0.144
H  -1.781  -2.016  -1.392
H  -0.047  -1.602  -1.723
H  -1.026  0.321  -2.208
H  -2.347  0.167  -1.083
H  0.523  -2.444  0.570
H  0.353  0.115  1.749
H  -0.717  2.099  1.489
H  -1.297  2.755  -0.137
H  -2.316  1.623  0.439
H  3.441  1.769  0.065
H  2.503  1.926  -1.303
H  1.615  2.256  0.237
H  -0.795  -2.496  2.239
H  -1.852  -1.430  1.599

Values from the calculation:
Net charge = 0
HOMO-LUMO gap = 8.48 eV
ΔE to the lowest compared entry with this formula, charge and spin = 74.17 kcal per mole
Lowest unoccupied orbital energy = 0.7 eV

Atom charges from the Löwdin analysis, given in e for atoms 1 to 8: C -0.132; C -0.196; C -0.230; C -0.267; C -0.072; C -0.121; N -0.263; N 0.050

(3)
Density functional theory data (ωB97M-V/def2-TZVPD) for a 2-piece molecular cluster, C2H3F2O3S overall.

Cartesian coordinates (Å):
C  -0.357  -0.913  0.424
C  0.962  -1.174  0.388
O  -4.303  1.395  -0.170
O  -5.388  -0.705  0.049
O  -3.232  -0.314  1.261
F  -3.213  -0.544  -1.192
F  1.741  -1.083  -0.643
S  -4.133  0.019  0.149
H  -0.853  -0.620  -0.420
H  -0.990  -0.761  1.313
H  1.655  -1.460  1.224

Values from the calculation:
Net charge = -1
<S²> = 2.01
2S+1 = 3
HOMO-LUMO gap (spin up / spin down) = 5.79 / 6.98 eV
Lowest unoccupied orbital energy (spin up / spin down) = 3.6 / 1.3 eV

Atom charges from the Löwdin analysis, given in e for atoms 1 to 8: C 0.035; C -0.303; O -0.345; O -0.360; O -0.375; F -0.306; F 0.034; S 0.434

(4)
Density functional theory data (ωB97M-V/def2-TZVPD) for C13H26AsCuN3 as an isolated structure.

Cartesian coordinates (Å):
Cu  -1.321  0.121  -0.109
N  -2.939  1.133  -0.239
C  -4.007  0.229  -0.552
C  -3.667  -0.679  -1.727
N  -2.254  -1.102  -1.610
H  -3.082  1.546  0.708
H  -2.875  1.903  -0.904
H  -5.010  0.658  -0.754
H  -4.217  -0.423  0.320
H  -3.851  -0.230  -2.690
H  -4.330  -1.570  -1.632
H  -1.777  -1.087  -2.488
H  -2.261  -2.078  -1.299
C  1.899  0.971  -1.626
C  2.257  -0.494  -1.379
C  3.537  -0.910  -1.701
C  4.041  -2.179  -1.405
C  3.203  -3.115  -0.743
C  1.946  -2.758  -0.324
C  1.098  -3.681  0.486
C  1.351  -1.374  -0.630
N  0.217  -1.004  -0.111
H  2.134  1.170  -2.632
H  2.459  1.611  -0.977
H  0.865  1.185  -1.501
H  4.294  -0.200  -2.117
H  4.998  -2.482  -1.869
H  3.507  -4.155  -0.452
H  1.631  -4.636  0.648
H  0.056  -3.755  0.091
H  0.988  -3.152  1.457
C  0.019  3.559  0.783
As  -0.271  1.761  1.504
C  1.487  1.436  2.334
C  -1.343  1.966  3.196
H  -0.728  3.730  -0.017
H  1.068  3.696  0.453
H  -0.141  4.297  1.624
H  1.505  2.062  3.193
H  2.317  1.693  1.613
H  1.565  0.403  2.673
H  -0.548  1.989  3.905
H  -1.918  1.036  3.337
H  -1.901  2.907  3.163

Values from the calculation:
Net charge = 0
<S²> = 0.81
2S+1 = 2
HOMO-LUMO gap (spin up / spin down) = 5.94 / 5.71 eV
ΔE to the lowest compared entry with this formula, charge and spin = 11.43 kcal per mole
Lowest unoccupied orbital energy (spin up / spin down) = 0.3 / 0.3 eV

Atom charges from the Löwdin analysis, given in e for atoms 1 to 8: Cu 0.046; N -0.078; C -0.281; C -0.235; N -0.025; H 0.094; H 0.106; H 0.117

(5)
Density functional theory data (ωB97M-V/def2-TZVPD) for a 2-piece molecular cluster, C3H4N2S2 overall.

Cartesian coordinates (Å):
C  0.148  0.056  1.569
C  1.038  -0.373  -0.788
C  -1.569  0.501  -0.093
N  0.493  -0.426  2.568
N  -0.232  0.766  0.542
S  0.066  -1.343  -1.568
S  2.509  0.192  -0.408
H  -1.558  0.174  -1.211
H  -2.116  -0.159  0.500
H  -2.135  1.436  -0.271
H  3.357  -0.825  -0.840

Values from the calculation:
Net charge = 0
HOMO-LUMO gap (spin up / spin down) = 7.68 / 7.68 eV
ΔE to the lowest compared entry with this formula, charge and spin = 99.99 kcal per mole
Lowest unoccupied orbital energy (spin up / spin down) = -1.2 / -1.2 eV

Atom charges from the Löwdin analysis, given in e for atoms 1 to 8: C -0.526; C -1.138; C -0.170; N 0.129; N -0.066; S 0.799; S 0.861; H 0.027

(6)
Density functional theory data (ωB97M-V/def2-TZVPD) for C4H6O2 as an isolated structure.

Cartesian coordinates (Å):
C  -1.001  -0.651  1.238
C  0.119  -0.444  0.258
O  0.398  -1.399  -0.557
C  0.704  0.804  0.006
C  0.274  0.589  -1.965
O  0.082  1.481  -2.674
H  -1.880  -1.049  0.720
H  -1.259  0.273  1.760
H  -0.695  -1.397  1.979
H  0.368  1.683  0.552
H  1.750  0.825  -0.294
H  0.403  -0.712  -1.595

Values from the calculation:
Net charge = 0
HOMO-LUMO gap = 9.70 eV
ΔE to the lowest compared entry with this formula, charge and spin = 60.24 kcal per mole
Lowest unoccupied orbital energy = 0.9 eV

Atom charges from the Löwdin analysis, given in e for atoms 1 to 8: C -0.016; C -0.515; O -0.042; C -0.030; C -0.049; O 0.127; H 0.089; H 0.079

(7)
Density functional theory data (ωB97M-V/def2-TZVPD) for C2H6INO3P as an isolated structure.

Cartesian coordinates (Å):
C  0.307  -0.601  -0.659
C  -0.320  0.362  0.350
N  0.281  0.099  1.652
O  -0.315  2.562  2.492
O  0.988  0.856  4.020
O  -2.215  -0.025  3.511
P  0.082  1.222  2.887
I  -1.505  -1.798  3.568
H  -0.027  -0.404  -1.584
H  1.310  -0.317  -0.606
H  0.269  -1.582  -0.293
H  -0.123  1.492  0.018
H  -1.461  0.223  0.353
H  -0.043  -0.779  2.141

Values from the calculation:
Net charge = -1
HOMO-LUMO gap = 7.36 eV
ΔE to the lowest compared entry with this formula, charge and spin = 15.68 kcal per mole
Lowest unoccupied orbital energy = 3.1 eV

Atom charges from the Löwdin analysis, given in e for atoms 1 to 8: C -0.101; C -0.330; N -0.205; O -0.317; O -0.363; O -1.118; P 0.450; I 0.697

(8)
Density functional theory data (ωB97M-V/def2-TZVPD) for a 2-piece molecular cluster, C4H13NO2S overall.

Cartesian coordinates (Å):
N  -1.579  -0.480  -0.390
C  -0.397  -0.120  0.477
C  -0.591  -0.570  2.012
O  -1.942  -0.266  2.377
C  0.854  -0.641  -0.156
C  1.753  0.415  -0.769
S  2.763  1.306  0.572
H  -1.891  -1.518  -0.439
H  -2.373  0.075  0.083
H  -0.490  0.952  0.401
H  0.128  -0.088  2.655
H  -0.507  -1.733  2.182
H  -2.071  0.624  2.684
H  1.527  -0.976  0.678
H  0.633  -1.561  -0.754
H  1.097  1.323  -1.104
H  2.346  0.080  -1.622
H  2.399  2.499  0.212
O  -0.172  0.442  -3.025
H  -0.714  0.337  -3.761
H  -0.771  -0.099  -2.312

Values from the calculation:
Net charge = 0
HOMO-LUMO gap = 9.79 eV
ΔE to the lowest compared entry with this formula, charge and spin = 34.38 kcal per mole
SMILES string = N[C@@H](CO)CCS.O
Lowest unoccupied orbital energy = 0.7 eV

Atom charges from the Löwdin analysis, given in e for atoms 1 to 8: N -0.012; C -0.389; C -0.186; O -0.097; C -0.293; C -0.512; S 0.680; H 0.120

(9)
Density functional theory data (ωB97M-V/def2-TZVPD) for a 9-piece molecular cluster, C21H42Cl10O4 overall.

Cartesian coordinates (Å):
C  -1.047  0.460  5.078
C  -1.874  -0.662  5.763
C  -2.152  -1.588  4.524
O  -1.023  -1.540  3.747
C  -0.778  -0.117  3.685
H  -0.143  0.705  5.591
H  -1.544  1.415  5.053
H  -2.777  -0.172  6.157
H  -1.340  -1.207  6.514
H  -3.033  -1.161  4.008
H  -2.397  -2.569  4.848
H  -1.479  0.206  2.892
H  0.241  -0.011  3.364
C  -0.710  2.901  -4.781
C  -1.084  4.221  -5.352
C  -2.568  4.407  -5.155
O  -3.101  3.011  -5.304
C  -2.039  2.122  -4.787
H  -0.319  3.067  -3.757
H  0.033  2.272  -5.321
H  -0.867  4.133  -6.432
H  -0.449  5.027  -4.957
H  -3.161  4.999  -5.850
H  -2.808  4.797  -4.161
H  -1.940  1.303  -5.471
H  -2.342  1.759  -3.808
C  -2.995  2.627  0.788
C  -1.986  3.689  1.354
C  -2.178  5.042  0.579
O  -3.045  4.708  -0.488
C  -3.452  3.359  -0.532
H  -3.721  2.412  1.561
H  -2.405  1.684  0.679
H  -0.959  3.350  1.146
H  -2.061  3.778  2.440
H  -1.262  5.413  0.146
H  -2.655  5.820  1.209
H  -2.975  2.837  -1.382
H  -4.519  3.257  -0.644
C  -0.458  -1.319  -1.269
C  -1.236  -2.496  -0.729
C  -0.320  -3.097  0.315
O  0.714  -2.169  0.524
C  0.472  -0.947  -0.120
H  -1.169  -0.522  -1.514
H  0.038  -1.547  -2.170
H  -1.487  -3.241  -1.479
H  -2.129  -2.114  -0.275
H  0.059  -4.073  -0.101
H  -0.764  -3.347  1.270
H  1.450  -0.546  -0.399
H  -0.038  -0.260  0.576
Cl  1.809  0.059  -3.524
C  2.485  1.370  -2.619
Cl  1.374  2.118  -1.445
H  3.369  1.021  -2.090
H  2.789  2.150  -3.421
Cl  3.565  -5.111  2.048
C  1.878  -4.787  1.494
Cl  0.657  -5.465  2.460
H  1.832  -3.705  1.361
H  1.900  -5.205  0.511
Cl  4.652  -0.193  0.261
C  5.861  -1.463  0.169
Cl  6.706  -1.221  -1.367
H  6.502  -1.463  1.039
H  5.319  -2.416  0.187
Cl  2.865  -1.642  3.091
C  1.922  -2.632  4.196
Cl  2.298  -2.213  5.960
H  0.836  -2.559  4.167
H  2.243  -3.664  4.025
Cl  3.857  -5.083  -4.455
C  3.850  -4.620  -2.719
Cl  2.353  -3.870  -2.185
H  4.123  -5.477  -2.110
H  4.738  -4.004  -2.608

Values from the calculation:
Net charge = 0
HOMO-LUMO gap = 9.86 eV
ΔE to the lowest compared entry with this formula, charge and spin = 5.74 kcal per mole
SMILES string = C1CCOC1.C1CCOC1.C1CCOC1.C1CCOC1.ClCCl.ClCCl.ClCCl.ClCCl.ClCCl
Lowest unoccupied orbital energy = 0.3 eV

Atom charges from the Löwdin analysis, given in e for atoms 1 to 8: C -0.144; C -0.119; C -0.241; O -0.169; C -0.174; H 0.094; H 0.098; H 0.110

(10)
Density functional theory data (ωB97M-V/def2-TZVPD) for C9H11GaNO5 as an isolated structure.

Cartesian coordinates (Å):
Ga  -0.004  0.144  0.757
O  -0.467  3.304  1.036
C  -0.180  2.196  0.981
C  0.041  -2.135  0.391
O  -0.123  -3.268  0.261
C  2.535  0.135  0.549
O  3.587  0.111  0.088
C  -2.122  -0.004  -0.095
O  -3.239  0.060  -0.272
C  0.046  0.640  -4.192
H  -0.900  1.189  -4.058
H  0.954  1.248  -4.292
C  0.050  -0.707  -4.170
H  0.974  -1.295  -4.298
H  -0.903  -1.259  -4.085
C  -1.753  -0.827  4.779
N  -0.300  -0.808  4.646
C  0.683  -1.120  5.687
C  0.102  -0.420  3.449
O  -0.834  -0.014  2.646
H  -2.058  -1.037  5.796
H  -2.176  -1.591  4.114
H  -2.134  0.147  4.461
H  1.310  -1.972  5.407
H  1.354  -0.268  5.821
H  0.216  -1.344  6.639
H  1.167  -0.461  3.153

Values from the calculation:
Net charge = +3
HOMO-LUMO gap (spin up / spin down) = 3.63 / 3.63 eV
ΔE to the lowest compared entry with this formula, charge and spin = 0.00 kcal per mole
Lowest unoccupied orbital energy (spin up / spin down) = -14.8 / -14.8 eV

Atom charges from the Löwdin analysis, given in e for atoms 1 to 8: Ga 0.625; O 0.337; C 0.128; C 0.122; O 0.282; C 0.126; O 0.246; C 0.114

| no. | largest force on an atom (eV/A) | total energy (eV) | molecular weight (g mol⁻¹) |
| --- | --- | --- | --- |
| 1 | 1.22 | -9407.5466 | 100.12 |
| 2 | 4.38 | -24356.2099 | 178.26 |
| 3 | 9.95 | -24532.3403 | 145.11 |
| 4 | 2.63 | -123847.8700 | 362.84 |
| 5 | 3.85 | -27822.4531 | 132.21 |
| 6 | 1.25 | -8337.8490 | 86.09 |
| 7 | 3.79 | -27194.9013 | 249.95 |
| 8 | 4.69 | -20777.7289 | 139.22 |
| 9 | 2.71 | -155869.4092 | 713.09 |
| 10 | 5.63 | -73578.6882 | 282.91 |